Here is a cluster of 11 separate species, H22O11 in total from the OMol25 dataset. Energies are from ωB97M-V/def2-TZVPD.

Last column: Löwdin charge in e.
Element x y z (Å)
O: -0.71516 1.96906 4.15467  -0.05
H: -1.15513 1.50109 4.86436  0.03
H: -1.03895 1.55287 3.35581  0.02
O: -2.93021 -1.54849 -4.24455  -0.05
H: -2.10871 -1.65089 -3.76403  0.00
H: -2.68314 -1.64086 -5.16468  0.03
O: 1.46250 2.63553 -3.39864  -0.05
H: 0.58665 2.40339 -3.09002  0.02
H: 1.31077 3.28605 -4.08424  0.03
O: 1.76607 -4.51902 0.41150  -0.05
H: 1.68154 -4.98075 1.24571  0.03
H: 1.07811 -4.89174 -0.13988  0.03
O: 0.42851 -0.13617 0.18302  -0.04
H: 0.67187 -0.66064 -0.57982  0.01
H: 1.26327 0.15143 0.55273  0.01
O: 3.13550 1.58221 1.87385  -0.04
H: 4.05853 1.44407 1.66132  0.04
H: 2.96531 0.98599 2.60307  0.03
O: -0.38475 -2.14148 3.66593  -0.05
H: 0.21986 -2.16270 2.92416  0.02
H: 0.10099 -1.69391 4.35873  0.03
O: -1.96285 2.03892 -1.78400  -0.05
H: -2.88698 2.12563 -1.55013  0.03
H: -1.59189 1.48679 -1.09567  0.02
O: -3.74380 -0.87880 2.10013  -0.05
H: -4.41419 -1.22242 2.69066  0.03
H: -2.92543 -1.25979 2.41849  0.01
O: 0.39662 -1.86790 -2.85403  -0.03
H: 0.38721 -2.76629 -2.52382  0.04
H: 0.75055 -1.94168 -3.74033  0.04
O: 2.07982 4.64981 -0.27409  -0.05
H: 2.11299 3.92862 0.35441  0.01
H: 2.08455 4.22223 -1.13047  0.01

Forces on atoms 1 to 6 (eV/Å):
0.27 0.10 0.09
-0.15 -0.07 0.18
-0.12 -0.09 -0.30
-0.25 -0.06 0.01
0.32 0.07 0.27
0.00 0.01 -0.23

* energy above the lowest of the compared OMol25 structures with the same formula, charge and spin: 2.1088 eV
* E_tot: -840.802638 Ha
* HOMO-LUMO gap: 10.679 eV
* HOMO level: -10.769 eV
* net charge: 0
* maximum force: 0.45 eV Å⁻¹